Run one
C5H10NO | ωB97M-V with the def2-TZVPD basis set

Results
highest occupied orbital energy: -14.980 eV
net charge: +1
SMILES string: O=C[C@@H]1CCC[NH2+]1
frontier orbital gap: 11.61 eV

Structure (XYZ):
```
17
C5H10NO, DFT ωB97M-V with the def2-TZVPD basis set
O 0.6076 2.3517 1.2294
C -0.4638 1.8543 1.0323
C -0.6201 0.7473 -0.0272
N 0.7218 0.6107 -0.6553
C 1.1878 -0.8651 -0.5721
C -0.1153 -1.5802 -0.3131
C -0.9675 -0.6048 0.5321
H -1.3570 2.2475 1.5344
H -1.3257 1.1041 -0.7771
H 0.7806 0.9015 -1.6212
H 1.4156 1.2206 -0.2287
H 1.7758 -1.1809 -1.4303
H 1.8993 -0.8522 0.2528
H -0.0446 -2.5447 0.1883
H -0.6938 -1.7987 -1.2117
H -0.8056 -0.6602 1.6141
H -1.9951 -0.9508 0.4533
```


Run two
C5H10NO | ωB97M-V with the def2-TZVPD basis set

Results
highest occupied orbital energy: -16.039 eV
net charge: +1
SMILES string: CC1(C)CC[N+]1=O
frontier orbital gap: 9.52 eV

Structure (XYZ):
```
17
C5H10NO, DFT ωB97M-V with the def2-TZVPD basis set
C 0.2778 -1.1609 -0.1874
C -1.2808 -1.2192 0.0870
C 0.3165 0.3064 -0.0556
C 0.6463 1.1251 -1.2241
C 0.8567 0.6628 1.3445
N -1.3486 0.1671 0.1216
O -2.2610 0.8949 0.0527
H 0.8686 -1.7599 0.4414
H 0.4766 -1.6067 -1.1333
H -1.8990 -1.5580 -0.8007
H -1.6994 -1.9424 0.8615
H 1.7388 1.0508 -1.3791
H 0.2815 2.0451 -0.8554
H 0.0848 0.7764 -2.0505
H 0.8148 1.7721 1.5396
H 1.8515 0.2633 1.1885
H 0.2747 0.1829 2.0492
```


Relative energy table, unit kJ/mol: run one 0.0; run two 383.7


Run one
C5H10NO | ωB97M-V with the def2-TZVPD basis set

Results
highest occupied orbital energy (spin up / spin down): -12.747 / -12.751 eV
net charge: +1
frontier orbital gap (spin up / spin down): 8.49 / 8.49 eV

Structure (XYZ):
```
17
C5H10NO, DFT ωB97M-V with the def2-TZVPD basis set
C 1.6102 -0.0310 -1.1286
C 2.2733 -0.4311 -0.0171
C -2.1753 0.5449 -0.0327
C 0.0141 -1.5269 0.0049
C 0.1125 0.8144 0.6254
N 0.7535 -0.3358 0.0140
O 0.7280 1.9300 0.1849
H 1.4243 -0.0157 -2.1850
H 3.1337 -0.3952 0.6173
H -2.2066 -0.2164 0.5805
H -2.5444 1.4868 0.3173
H -2.4994 0.3263 -1.0083
H 0.7012 -2.3887 -0.1763
H -0.6998 -1.5780 0.9679
H -0.6041 -1.5571 -0.8396
H -0.1877 0.6547 1.6270
H 0.1664 2.7188 0.4486
```


Run two
C5H10NO | ωB97M-V with the def2-TZVPD basis set

Results
highest occupied orbital energy: -16.143 eV
net charge: +1
SMILES string: CC1(C)CC[N+]1=O
frontier orbital gap: 9.17 eV

Structure (XYZ):
```
17
C5H10NO, DFT ωB97M-V with the def2-TZVPD basis set
C 0.0230 -1.3372 0.1078
C 1.6047 -1.2142 -0.0776
C 0.0619 0.2355 0.0944
C -0.5755 1.0013 1.2575
C -0.3700 0.8631 -1.2864
N 1.4718 0.2195 -0.0206
O 2.2805 1.1223 -0.0767
H -0.4185 -1.7755 -0.8150
H -0.5463 -1.7656 1.0176
H 2.1439 -1.6518 0.7281
H 2.0613 -1.5861 -1.0507
H -0.3796 2.1158 1.2833
H -0.3220 0.5989 2.2475
H -1.6792 0.9811 1.1999
H 0.3991 1.6673 -1.2713
H -1.3468 1.1897 -0.9878
H -0.3391 0.2351 -2.2463
```


Run three
C5H10NO | ωB97M-V with the def2-TZVPD basis set

Results
highest occupied orbital energy: -15.647 eV
net charge: +1
SMILES string: CC1(C)CC[N+]1=O
frontier orbital gap: 8.97 eV

Structure (XYZ):
```
17
C5H10NO, DFT ωB97M-V with the def2-TZVPD basis set
C -0.9976 1.2016 -0.2805
C -0.1270 1.5512 0.9343
C 0.1301 -0.3232 -0.2090
C 0.8305 -0.9102 -1.4177
C -0.5503 -1.3391 0.6964
N 0.9393 0.6455 0.5441
O 2.1184 0.8035 0.6658
H -1.9664 0.9633 -0.1591
H -0.8175 1.8324 -1.2218
H 0.1779 2.5166 1.0778
H -0.6771 1.1736 1.8241
H 0.7848 -0.3349 -2.2590
H 0.5466 -1.8128 -1.7255
H 1.8483 -1.0314 -1.2974
H 0.1698 -1.9379 1.2618
H -1.1696 -1.9762 0.0832
H -1.2401 -1.0220 1.4825
```


Relative energy table, unit kJ/mol: run one 298.5; run two 0.0; run three 59.0


Run one
C5H10NO | ωB97M-V with the def2-TZVPD basis set

Results
highest occupied orbital energy: -13.994 eV
net charge: +1
frontier orbital gap: 5.37 eV

Structure (XYZ):
```
17
C5H10NO, DFT ωB97M-V with the def2-TZVPD basis set
O 1.0467 -0.8000 -1.3891
C -0.0200 -0.6517 -1.9286
C -1.2875 -0.7699 -1.1215
C -1.2284 0.3413 -0.0194
C -0.0016 0.1959 0.7840
C 1.1138 1.0390 0.7716
N 0.0990 -1.0566 1.4576
H -0.1311 -0.2390 -2.9448
H -1.3237 -1.7282 -0.6013
H -2.2270 -0.6228 -1.6486
H -1.2965 1.3329 -0.4647
H -2.1238 0.2146 0.5926
H 1.8387 0.9000 1.5596
H 1.5607 1.5203 -0.1002
H 2.6358 2.5610 1.4186
H 1.0291 -1.4108 1.1995
H 0.3158 -0.8259 2.4345
```


Run two
C5H10NO | ωB97M-V with the def2-TZVPD basis set

Results
highest occupied orbital energy: -14.134 eV
net charge: +1
SMILES string: C=[NH+]CCCC=O
frontier orbital gap: 9.19 eV

Structure (XYZ):
```
17
C5H10NO, DFT ωB97M-V with the def2-TZVPD basis set
O 2.0670 0.9290 -0.0737
C 2.2202 -0.1155 0.5062
C 1.2051 -1.1863 0.6912
C -0.1289 -1.1383 -0.0572
C -1.0577 0.0388 0.3574
C -1.7593 1.6840 -1.2819
N -0.8671 1.2179 -0.5209
H 3.1701 -0.3431 0.9534
H 1.6714 -2.1568 0.4852
H 1.0766 -1.3279 1.7597
H 0.0391 -1.1133 -1.0959
H -0.6187 -2.0376 0.2464
H -2.0677 -0.1664 0.4636
H -0.7469 0.3709 1.3007
H -1.6629 2.6828 -1.7062
H -2.6493 1.1234 -1.5519
H 0.1090 1.5384 -0.4761
```


Relative energy table, unit kJ/mol: run one 646.3; run two 0.0


Run one
C5H10NO | ωB97M-V with the def2-TZVPD basis set

Results
highest occupied orbital energy: -12.412 eV
net charge: +1
frontier orbital gap: 4.22 eV

Structure (XYZ):
```
17
C5H10NO, DFT ωB97M-V with the def2-TZVPD basis set
O 0.6499 1.3591 0.8844
C -0.2511 1.0818 0.1530
C -0.2719 -0.2326 -0.5631
C -1.4954 -0.8260 -0.9315
C -1.7858 -1.7764 0.2686
C -2.0311 -3.0570 0.1318
N 3.8634 2.7891 -0.0451
H -1.1193 1.7400 0.0013
H 0.6578 -0.7616 -0.7244
H -2.2896 -0.0993 -1.0826
H -1.2983 -1.5245 -1.7315
H -1.8485 -1.3077 1.2378
H -1.9824 -3.5988 -0.8032
H -2.3303 -3.6148 1.0059
H 3.5543 3.7425 0.1633
H 4.6790 2.6096 0.5253
H 3.1304 2.1583 0.2443
```


Run two
C5H10NO | ωB97M-V with the def2-TZVPD basis set

Results
highest occupied orbital energy: -15.909 eV
net charge: +1
SMILES string: OC1=[NH+]CCCC1
frontier orbital gap: 11.98 eV

Structure (XYZ):
```
17
C5H10NO, DFT ωB97M-V with the def2-TZVPD basis set
O 1.4820 -1.6304 1.8623
C 1.0092 -0.5650 1.1645
N 1.3370 -0.4236 -0.1077
C 0.2821 0.5271 1.8489
C 0.8344 0.5794 -1.0473
C 0.0901 1.7857 0.9937
C -0.3348 1.3922 -0.4577
H 1.4196 -1.5145 2.8249
H 1.8683 -1.1785 -0.5305
H 0.9004 0.8567 2.7384
H -0.6830 0.1349 2.1641
H 1.6546 1.2485 -1.3438
H 0.5227 0.0482 -1.9584
H 1.0533 2.3056 0.9167
H -0.6332 2.4189 1.4848
H -0.5797 2.2677 -1.0986
H -1.2272 0.7433 -0.4582
```


Run three
C5H10NO | ωB97M-V with the def2-TZVPD basis set

Results
highest occupied orbital energy: -12.487 eV
net charge: +1
SMILES string: [NH3+]/C=C/CCC=O
frontier orbital gap: 8.42 eV

Structure (XYZ):
```
17
C5H10NO, DFT ωB97M-V with the def2-TZVPD basis set
O -1.7664 0.8409 3.0634
C -1.3001 -0.1025 2.5286
C 0.0333 -0.2054 1.8363
C 0.0303 0.7833 0.6889
C 0.4465 0.0394 -0.4549
C 0.1360 0.2381 -1.7091
N 0.7103 -0.4885 -2.8649
H -1.8569 -1.1340 2.9038
H 0.6152 0.1011 2.6861
H 0.2156 -1.2101 1.4460
H -0.9760 1.2373 0.4694
H 0.4469 1.7242 0.9471
H 1.1266 -0.9793 -0.1215
H -0.6122 1.0375 -1.9861
H 0.0475 -0.4982 -3.7329
H 1.1804 -1.4535 -2.6788
H 1.5232 0.0697 -3.0214
```


Relative energy table, unit kJ/mol: run one 489.0; run two 0.0; run three 371.8


Run one
C5H10NO | ωB97M-V with the def2-TZVPD basis set

Results
highest occupied orbital energy (spin up / spin down): -11.807 / -11.807 eV
net charge: +1
frontier orbital gap (spin up / spin down): 7.64 / 7.64 eV

Structure (XYZ):
```
17
C5H10NO, DFT ωB97M-V with the def2-TZVPD basis set
C -2.6081 -0.7466 0.1297
C -1.7199 -1.8373 0.6754
C -1.2445 -0.4017 0.7651
C -0.3230 -0.0983 -0.2855
C 1.8027 1.0865 -1.0189
N 2.7764 1.6809 -0.1433
O 0.6344 0.7485 -0.0882
H -2.4969 -0.6493 -1.0131
H -3.4951 -0.3221 0.5181
H -1.7369 -2.5064 1.5229
H -1.2668 -2.2554 -0.1397
H -1.4150 0.1577 1.7000
H -0.3491 -0.6200 -1.2430
H 2.3318 0.2099 -1.4216
H 3.5501 2.1054 -0.7669
H 3.2034 1.0084 0.4386
H 2.3565 2.4399 0.3701
```


Run two
C5H10NO | ωB97M-V with the def2-TZVPD basis set

Results
highest occupied orbital energy: -14.199 eV
net charge: +1
frontier orbital gap: 9.20 eV

Structure (XYZ):
```
17
C5H10NO, DFT ωB97M-V with the def2-TZVPD basis set
C 3.4570 0.3687 -0.5365
C 2.2335 0.1794 0.0183
C 1.3777 -1.0135 -0.0035
C -1.3544 0.5411 1.2028
C -2.7268 -0.2245 -0.5671
N -1.7821 0.8122 -0.0400
O 0.2281 -1.2062 0.4042
H 4.2000 1.1170 -0.5325
H 3.5863 -0.5838 -0.9587
H 1.7569 0.9809 0.6292
H 1.8020 -1.8207 -0.5662
H -2.0002 -0.0721 1.6067
H -2.2020 -0.5667 -1.4500
H -2.7748 -0.9508 0.2420
H -3.8817 -0.1565 -0.8150
H -1.1118 1.3470 -0.6522
H -0.8076 1.2487 2.0186
```


Relative energy table, unit kJ/mol: run one 75.3; run two 0.0


Run one
H28O14 | ωB97M-V with the def2-TZVPD basis set

Results
highest occupied orbital energy: -10.269 eV
net charge: 0
frontier orbital gap: 9.95 eV

Structure (XYZ):
```
42
H28O14, DFT ωB97M-V with the def2-TZVPD basis set
O -3.0205 0.3454 3.7749
H -3.6960 0.9560 3.4612
H -3.3663 -0.5543 3.5325
O -1.0397 -1.6183 3.8352
H -1.4266 -0.8836 4.0589
H -0.8443 -1.5086 2.8377
O 0.6807 0.7772 -1.0811
H 1.2465 0.0916 -0.7954
H 1.1318 1.0353 -1.9448
O -1.7882 -2.0855 -1.1120
H -0.8504 -1.7952 -1.0969
H -1.9867 -1.7879 -2.0027
O 3.0109 -1.9688 -0.2908
H 2.9831 -1.9894 0.6180
H 3.0421 -2.9121 -0.7162
O 2.2055 2.5375 0.3733
H 2.8927 1.8594 0.6592
H 1.3735 2.2109 0.2183
O 0.7608 -3.1583 0.6264
H 1.1723 -3.5384 -0.1150
H 0.8521 -2.1086 0.6837
O 1.0083 -3.1656 -2.2562
H 0.1309 -3.0690 -2.2230
H 1.2376 -3.8355 -2.7392
O 2.2434 1.0173 -3.3561
H 2.6682 0.3483 -3.8951
H 2.8947 1.8546 -3.3836
O 2.8016 0.3141 1.6198
H 2.7101 -0.5490 1.3231
H 2.5026 0.4616 2.5008
O -3.2978 2.5783 0.9286
H -3.8117 1.7888 0.5884
H -2.8445 3.1080 0.3054
O 1.1056 4.5722 1.6661
H 1.9713 4.6645 1.1783
H 1.2109 3.6000 1.5657
O -2.4411 0.6689 -0.6937
H -2.1484 -0.1154 -0.4745
H -1.6631 1.0600 -1.0435
O -2.4097 -0.4799 -3.5686
H -2.8526 0.0588 -2.9080
H -3.0883 -1.1260 -3.9207
```


Run two
H28O14 | ωB97M-V with the def2-TZVPD basis set

Results
highest occupied orbital energy: -10.912 eV
net charge: 0
frontier orbital gap: 10.75 eV

Structure (XYZ):
```
42
H28O14, DFT ωB97M-V with the def2-TZVPD basis set
O 2.0843 -1.5263 -0.9561
H 1.4780 -1.7313 -1.7489
H 1.8643 -0.5801 -0.9985
O -4.8958 -0.6136 0.0518
H -5.3580 -0.9847 -0.6816
H -5.1032 0.3784 -0.1005
O -0.3028 3.0160 -4.4576
H -1.2247 3.0439 -4.4077
H 0.0223 3.4053 -3.5766
O -0.7249 1.4202 -1.6125
H -0.6021 0.4686 -1.7942
H -1.2778 1.5296 -0.8036
O 2.4625 -0.4967 4.0981
H 3.2508 -1.0669 4.2995
H 2.1289 -0.8110 3.3622
O 4.2562 2.2348 0.3390
H 4.3089 1.7225 1.1211
H 3.3321 2.3779 0.4843
O -1.5285 -3.7040 0.1639
H -0.7502 -4.2661 0.2407
H -2.0337 -4.3686 -0.2469
O 1.0862 -3.4569 0.0837
H 1.8756 -3.0327 0.2761
H 1.0128 -4.0434 0.9840
O 1.6949 1.1510 -2.5636
H 1.8313 1.9106 -2.0019
H 2.3973 1.0937 -3.2855
O -0.2471 -1.0563 0.1322
H -0.3771 -1.1023 1.0360
H 0.2612 -1.8082 -0.2071
O -2.2453 0.2983 2.8606
H -2.5750 -0.2060 2.0395
H -2.8955 0.0175 3.4267
O -3.8850 2.3085 0.6711
H -3.7277 1.7297 -0.0759
H -3.7500 1.7183 1.4930
O -1.2470 4.4993 0.3393
H -1.8192 3.8093 0.2762
H -0.4314 4.1031 0.0879
O 4.0920 -2.2316 0.7157
H 3.2916 -2.0021 0.1868
H 4.2705 -3.1477 0.7493
```


Run three
H28O14 | ωB97M-V with the def2-TZVPD basis set

Results
highest occupied orbital energy: -8.174 eV
net charge: 0
frontier orbital gap: 7.61 eV

Structure (XYZ):
```
42
H28O14, DFT ωB97M-V with the def2-TZVPD basis set
H -0.4198 1.1124 -0.4109
H 0.7245 0.3575 -0.0255
H 1.3168 -2.2192 2.6353
H 1.0338 -1.2464 3.6646
H -2.8551 1.7471 1.2424
H -1.8548 0.6941 1.7428
H 0.4832 0.0385 -3.7241
H 1.4152 0.1935 -2.6357
H -1.8540 -1.0904 1.3607
H -3.1371 -1.9008 1.7830
H -4.1363 -0.2111 -1.5730
H -5.3525 -0.0576 -2.4478
H -4.0243 -1.8432 0.0024
H -4.8313 -2.9643 -0.6257
H -0.5779 -1.4087 -0.0131
H 0.3630 -1.7773 -1.2235
H 4.1431 0.5382 0.3710
H 3.2425 0.1169 1.4442
H 2.1828 2.0908 -1.0574
H 2.8783 2.9638 0.1176
H -1.4669 3.0159 2.5901
H -0.0675 2.9910 1.8185
H 2.1694 -2.9588 -1.8338
H 2.3602 -1.6610 -1.1129
H 0.8296 4.7813 -1.0375
H -0.4962 4.5160 -0.1069
H 3.9442 -2.0009 -0.4250
H 4.3692 -2.7345 0.8608
O -0.1894 0.3228 0.0893
O 0.5712 -1.8781 3.0735
O -2.6428 0.8216 1.1117
O 0.8214 -0.4430 -3.0318
O -2.8356 -1.0394 1.4763
O -4.8783 -0.7460 -1.8939
O -4.4263 -2.1583 -0.8298
O 0.3094 -1.2083 -0.4460
O 3.5814 -0.1809 0.5570
O 2.8599 2.7428 -0.8931
O -0.9828 2.7212 1.7196
O 2.7943 -2.2901 -1.5617
O -0.1141 4.3824 -0.9842
O 4.7497 -2.1294 0.2324
```


Relative energy table, unit kJ/mol: run one 24.8; run two 0.0; run three 747.7